# 1
{"formula": "C4H9NO2S", "method": "ωB97M-V/def2-TZVPD", "largest_force_ha_per_bohr": 0.0761, "lumo_ha": 0.012, "total_charge": 0, "elements": ["C", "C", "C", "C", "N", "O", "O", "S", "H", "H", "H", "H", "H", "H", "H", "H", "H"], "xyz": [[0.7529, -0.8704, 2.0970], [0.6556, -1.1141, 0.7950], [0.4125, 0.2589, -1.3631], [-1.5487, -0.0089, 0.0241], [-0.0690, 0.0685, -0.0022], [1.8921, -2.1052, -1.2510], [-0.4399, -2.5847, -1.0468], [0.8263, -2.7087, -0.3869], [1.2416, -1.3832, 2.8978], [0.3173, -0.0373, 2.5163], [1.5626, 0.4631, -1.3169], [0.1084, -0.5819, -1.9980], [-0.0236, 1.1731, -1.6385], [-1.8710, -0.9577, -0.2548], [-1.8414, 0.0215, 1.1484], [-2.2279, 0.6909, -0.5810], [0.2576, 0.8854, 0.4185]]}

# 2
{"formula": "C4H9NO2Si", "method": "ωB97M-V/def2-TZVPD", "largest_force_ha_per_bohr": 0.0918, "lumo_ha": [0.001, 0.001], "total_charge": 0, "elements": ["C", "C", "C", "C", "N", "O", "O", "Si", "H", "H", "H", "H", "H", "H", "H", "H", "H"], "xyz": [[1.8588, -0.1547, 0.0835], [-1.4170, -0.5165, -0.1563], [2.3713, -1.3013, -0.6710], [-1.7362, -0.6123, 1.2696], [-0.9030, 2.5045, -0.2351], [1.9870, 0.2848, 1.1887], [-1.5307, -1.6194, -0.6826], [-0.5611, 0.9829, -0.9821], [1.5858, -1.7228, -1.2052], [2.9316, -1.9317, 0.0086], [2.9685, -1.0623, -1.5265], [-1.6287, 0.3888, 1.9202], [-1.1306, -1.3919, 1.7509], [-2.7511, -0.9154, 1.3919], [-1.0691, 2.5339, 0.7368], [-0.3271, 3.2554, -0.4949], [-0.6486, 1.2780, -2.3966]]}

# 3
{"formula": "C4H9NO3", "method": "ωB97M-V/def2-TZVPD", "largest_force_ha_per_bohr": 0.0931, "multiplicity": 2, "lumo_ha": [0.134, 0.038], "total_charge": -1, "elements": ["O", "C", "C", "C", "C", "N", "O", "H", "H", "H", "H", "H", "H", "H", "H", "H", "O"], "xyz": [[0.4812, 1.6190, 2.0054], [-1.2796, -1.8096, 0.8577], [-0.3599, -0.8082, 0.8584], [-0.1984, 0.2372, -0.2398], [-0.5844, -0.2261, -1.5958], [-1.8833, -0.4346, -1.6973], [0.3222, -0.4972, -2.4382], [-1.6135, -2.3312, 1.7839], [0.1125, -0.4813, 1.7690], [-1.5832, -2.2535, -0.1133], [-0.7812, 1.1660, 0.0471], [0.9546, 0.5452, -0.1918], [0.3140, 2.3062, 2.6206], [-2.2307, -0.0898, -2.5924], [1.5843, 1.3170, 1.7269], [3.1344, 1.6624, 0.7384], [2.6748, 0.9834, 1.2840]]}

# 4
{"formula": "C4H9NO3", "method": "ωB97M-V/def2-TZVPD", "largest_force_ha_per_bohr": 0.0514, "lumo_ha": 0.021, "total_charge": 0, "elements": ["N", "C", "C", "C", "O", "C", "O", "O", "H", "H", "H", "H", "H", "H", "H", "H", "H"], "xyz": [[0.2880, 0.8934, 1.1899], [0.7602, 0.6634, -0.1921], [-0.4437, 0.3144, -1.0529], [-1.6360, -0.3560, -0.3851], [-1.2702, -1.2489, 0.5906], [1.7944, -0.4653, -0.1330], [2.9722, -0.2960, -0.2388], [1.2970, -1.6875, 0.1689], [-0.0661, 1.8212, 1.3356], [1.0649, 0.8594, 1.7843], [1.2856, 1.5652, -0.5006], [-0.8445, 1.1246, -1.6843], [0.0244, -0.4913, -1.6746], [-2.2840, -0.8224, -1.2270], [-2.2694, 0.4262, 0.0372], [-1.0274, -0.7071, 1.4069], [0.3544, -1.5931, 0.5752]]}

Copy entry 2 word for word.
{"formula": "C4H9NO2Si", "method": "ωB97M-V/def2-TZVPD", "largest_force_ha_per_bohr": 0.0918, "lumo_ha": [0.001, 0.001], "total_charge": 0, "elements": ["C", "C", "C", "C", "N", "O", "O", "Si", "H", "H", "H", "H", "H", "H", "H", "H", "H"], "xyz": [[1.8588, -0.1547, 0.0835], [-1.4170, -0.5165, -0.1563], [2.3713, -1.3013, -0.6710], [-1.7362, -0.6123, 1.2696], [-0.9030, 2.5045, -0.2351], [1.9870, 0.2848, 1.1887], [-1.5307, -1.6194, -0.6826], [-0.5611, 0.9829, -0.9821], [1.5858, -1.7228, -1.2052], [2.9316, -1.9317, 0.0086], [2.9685, -1.0623, -1.5265], [-1.6287, 0.3888, 1.9202], [-1.1306, -1.3919, 1.7509], [-2.7511, -0.9154, 1.3919], [-1.0691, 2.5339, 0.7368], [-0.3271, 3.2554, -0.4949], [-0.6486, 1.2780, -2.3966]]}